1.
DFT (the ωB97M-V functional and the def2-TZVPD basis) results for C33H29ClGeHgN2O9P2 as an isolated structure.

Output
**Net charge**: -2
**Multiplicity**: 1
**F_max**: 0.49 eV/A
**Relative energy (zero: lowest compared OMol25 entry of this formula, charge and spin)**: 0.0 kJ/mol
**E_LUMO**: 4.20 eV
**E**: -5435.32000 Eh
**HOMO energy**: -3.00 eV

Geometry as XYZ:
```
78
Properties=species:S:1:pos:R:3:forces:R:3:mulliken_charge:R:1
Hg -0.2870 0.4648 -0.3858 0.1 0.0 0.2 2.1801
O -3.6998 3.0944 -1.3434 0.1 0.0 0.0 -0.4519
P -3.4532 1.4872 -1.3108 0.1 -0.1 0.4 0.4443
O -4.4238 0.8245 -2.2137 0.0 0.0 0.0 -0.8374
O -1.9720 1.3216 -1.5592 -0.3 0.2 -0.1 -0.3892
O -3.8151 1.1612 0.2324 0.1 0.0 -0.3 -0.1885
P -3.1376 0.4265 1.5296 -0.2 0.2 0.0 0.4870
O -2.5610 1.6657 2.3732 -0.2 -0.1 0.0 -0.6470
O -4.1933 -0.2545 2.3021 0.0 0.0 0.0 -0.8375
O -1.9555 -0.3671 1.0175 0.2 -0.1 -0.1 -0.6309
H -4.6255 3.2369 -1.5569 -0.1 0.0 0.0 0.2496
H -1.7588 2.0068 1.9090 0.1 -0.1 0.0 0.3861
N -0.3996 -1.3170 3.2433 0.4 0.1 0.2 -0.2853
C 0.4336 -0.8693 4.2182 0.0 0.1 -0.2 0.0057
C 0.4328 -1.3080 5.5301 0.0 0.0 0.0 -0.8308
C 1.3766 -0.8240 6.4552 0.0 0.0 0.0 -0.4367
C 2.3270 0.0985 6.1121 0.0 0.0 0.0 -0.9817
C 2.3485 0.5982 4.7838 0.1 0.0 0.0 1.0234
C 3.2544 1.5884 4.3353 0.0 0.0 0.0 -0.8212
C 3.1775 2.0535 3.0541 0.0 0.0 0.0 -1.0656
C 2.1883 1.5287 2.1925 0.0 0.0 0.0 -0.3366
N 1.3544 0.5972 2.5700 0.0 -0.1 0.0 0.4427
C 1.4167 0.1284 3.8392 -0.2 -0.1 0.0 0.4714
H -1.3003 -1.7021 3.4733 0.0 0.1 0.0 0.2907
H -0.3836 -0.7691 2.3916 -0.4 -0.1 -0.1 -0.0343
H -0.3058 -2.0369 5.8409 0.0 0.0 0.0 0.3750
H 1.3410 -1.1984 7.4726 0.0 0.0 0.0 0.3455
H 3.0460 0.4656 6.8346 0.0 0.0 0.0 0.3390
H 3.9949 1.9759 5.0275 0.0 0.0 0.0 0.3472
H 3.8489 2.8217 2.6924 0.0 0.0 0.0 0.4376
H 2.0728 1.8985 1.1776 0.0 0.0 0.0 0.4799
Cl -2.0284 7.8369 -1.0323 0.0 0.0 0.0 -0.3057
C -1.5309 6.2481 -0.4677 -0.1 0.0 0.1 0.2553
C -2.0889 5.7283 0.7103 0.0 0.1 -0.1 -0.7728
C -1.7248 4.4899 1.1546 0.0 -0.1 0.0 -0.5407
C -0.7784 3.6743 0.4547 -0.1 0.1 -0.1 -0.0215
O -0.5110 2.4970 0.8773 0.1 -0.1 0.0 -0.3186
C -0.1908 4.2599 -0.7058 0.1 0.1 0.0 1.6488
C 0.8881 3.6502 -1.4517 -0.2 -0.2 -0.1 -0.5196
O 1.5600 2.6808 -1.1416 0.1 0.0 0.0 -0.4655
C -0.6075 5.5234 -1.1608 0.0 0.0 0.0 -1.1007
H -2.8260 6.3089 1.2511 0.0 0.0 0.0 0.3802
H -2.1902 4.0649 2.0346 0.0 0.0 0.0 0.4669
H 1.0925 4.1568 -2.4214 0.1 0.1 0.0 0.0928
H -0.1685 5.9222 -2.0687 0.0 0.0 0.0 0.3000
C 2.6963 -1.6885 0.1422 0.1 0.1 0.0 -1.6137
Ge 1.2008 -1.3466 -1.0871 0.1 -0.2 -0.1 0.8552
C 2.0223 -1.1107 -2.8731 0.0 0.0 0.0 -0.0605
C 2.2598 0.1561 -3.4061 0.0 0.0 0.0 -0.1747
C 2.8673 0.3067 -4.6475 0.0 0.0 0.0 -0.5905
C 3.2459 -0.8085 -5.3808 0.0 0.0 0.0 -0.3643
C 3.0130 -2.0768 -4.8662 0.0 0.0 0.0 -0.6498
C 2.4067 -2.2214 -3.6255 0.0 0.0 0.0 -0.3047
C 0.2458 -3.0794 -1.2547 -0.1 0.0 0.0 0.2419
C 0.8865 -4.2113 -0.8176 0.0 0.0 0.0 -0.2473
C 0.2859 -5.4908 -0.8857 0.0 0.0 0.0 -0.8824
C -0.9764 -5.6244 -1.3770 0.0 0.0 0.0 -0.8265
C -1.6961 -4.4898 -1.8278 0.0 0.0 0.0 1.0657
C -3.0277 -4.6096 -2.2961 0.0 0.0 0.0 -0.7657
C -3.7322 -3.5109 -2.6963 0.0 0.0 0.0 -0.5740
C -3.1264 -2.2367 -2.6784 0.0 0.0 0.0 -1.0428
C -1.8325 -2.1060 -2.2593 0.0 0.0 0.0 -0.4366
C -1.0803 -3.2129 -1.7882 0.0 0.0 0.0 0.1760
H 3.3754 -2.4606 -0.2248 0.0 0.0 0.0 0.5369
H 2.3137 -1.9691 1.1243 0.0 0.0 0.0 0.3665
H 3.2560 -0.7582 0.2531 0.0 0.0 0.0 0.3599
H 1.9740 1.0343 -2.8387 0.0 0.0 0.0 0.4137
H 3.0403 1.3008 -5.0437 0.0 0.0 0.0 0.3785
H 3.7144 -0.6912 -6.3516 0.0 0.0 0.0 0.3362
H 3.2970 -2.9547 -5.4360 0.0 0.0 0.0 0.3571
H 2.2131 -3.2188 -3.2435 0.0 0.0 0.0 0.3263
H 1.8793 -4.1346 -0.3881 0.0 0.0 0.0 0.2810
H 0.8307 -6.3585 -0.5307 0.0 0.0 0.0 0.3785
H -1.4576 -6.5964 -1.4190 0.0 0.0 0.0 0.3196
H -3.4840 -5.5945 -2.3070 0.0 0.0 0.0 0.3104
H -4.7617 -3.6108 -3.0187 0.0 0.0 0.0 0.3876
H -3.6861 -1.3489 -2.9518 0.0 0.0 0.0 0.4417
H -1.3996 -1.1169 -2.2695 0.0 0.1 0.0 0.3714
```
Forces are in eV/Å.

---

2.
DFT (the ωB97M-V functional and the def2-TZVPD basis) results for C25H56MnN7O11 as an isolated structure.

Output
**Net charge**: -1
**Multiplicity**: 6
**F_max**: 8.57 eV/A
**E_LUMO (alpha / beta)**: 1.80 / 1.80 eV
**E**: -3348.08245 Eh
**HOMO energy (alpha / beta)**: -3.24 / -3.37 eV
**Expectation value of S²**: 8.755

Geometry as XYZ:
```
100
Properties=species:S:1:pos:R:3:forces:R:3:mulliken_spin:R:1
Mn -2.5171 -2.4597 -2.4536 3.2 0.2 -1.5 4.8718
C -1.3606 -2.8983 -4.8440 -5.6 -6.0 2.6 -0.0339
O -0.8033 -3.3619 -3.7603 2.5 0.9 0.6 0.0552
O -2.3184 -2.0548 -4.4851 -1.0 3.5 0.0 0.0807
O -1.7085 -3.7338 -5.7405 2.5 1.8 -1.7 0.0018
C 0.7869 -1.0349 -1.4437 0.7 0.5 -0.5 0.0170
C -0.1727 -1.4502 -0.3579 0.6 -0.1 -0.1 -0.0410
C -0.4360 -0.2190 0.5381 -0.6 -0.7 0.3 -0.0066
O -1.3024 -2.0055 -0.8803 -1.1 0.0 0.3 0.0350
H 0.3422 -0.1553 -1.9183 0.2 0.0 -0.1 -0.0057
H 0.9787 -1.7526 -2.2427 -0.3 -0.4 0.2 0.0014
H 1.7636 -0.7381 -1.0376 0.0 0.1 0.1 0.0008
H 0.3442 -2.1504 0.3317 0.1 -0.3 -0.1 0.0212
H -0.9907 0.5292 -0.0336 -0.3 0.0 0.2 -0.0001
H 0.4198 0.2776 1.0013 0.4 -0.2 -0.4 -0.0020
H -0.9857 -0.6540 1.3813 -0.6 0.6 -0.1 -0.0017
C 0.3215 -5.2451 -1.1456 0.5 0.3 -1.0 0.0021
O -0.2266 -5.5917 -2.1618 -0.5 -0.6 0.5 0.0009
N 1.5915 -5.6383 -0.8268 0.7 -0.2 1.1 -0.0001
C 2.3285 -5.0095 0.2512 -0.2 0.5 0.0 0.0011
C 2.3389 -6.6257 -1.5837 -1.1 0.0 0.0 -0.0001
H -0.0928 -4.4909 -0.4560 -0.1 -0.1 0.1 0.0006
H 2.3851 -5.5136 1.2238 -0.2 -0.6 -0.2 0.0000
H 1.8681 -4.0435 0.4690 0.2 0.1 -0.1 0.0014
H 3.3615 -4.8651 -0.0714 0.0 0.3 0.0 0.0000
H 1.6412 -7.1619 -2.2255 0.0 0.1 -0.1 0.0001
H 3.0834 -6.1433 -2.2186 0.2 -0.1 0.1 0.0000
H 2.7498 -7.3452 -0.8735 0.4 0.0 -0.2 0.0000
C -4.9616 -0.3673 -2.3155 -0.1 -0.1 -1.3 0.0050
O -3.8518 -0.8659 -2.2164 -0.4 0.1 0.9 -0.0182
N -5.2577 0.8959 -2.0064 0.7 1.3 0.6 0.0038
C -6.3357 1.6357 -2.6151 -1.3 -1.0 -0.5 0.0002
C -4.2764 1.7522 -1.3426 0.7 -0.6 0.3 -0.0012
H -5.7846 -0.9199 -2.7912 -0.1 0.0 0.1 0.0023
H -7.1797 1.9282 -1.9812 0.5 0.1 0.7 0.0001
H -6.8352 0.9519 -3.3069 0.2 0.3 -0.4 0.0003
H -5.9756 2.5339 -3.1124 0.2 -0.2 -0.2 0.0002
H -4.7798 2.2421 -0.5121 0.1 0.3 -0.1 0.0005
H -3.4416 1.1666 -0.9549 -0.3 -0.3 0.2 0.0014
H -3.7577 2.4545 -1.9990 -0.6 0.2 -0.3 0.0000
C -1.5896 4.9467 2.7888 -0.6 -1.0 -1.0 0.0000
O -1.9077 6.0511 2.3997 0.3 0.3 0.6 0.0000
N -1.8023 3.8102 2.0714 -0.3 -0.3 -0.2 0.0000
C -2.4909 3.7881 0.7990 0.3 1.2 -0.6 0.0000
C -1.2743 2.5422 2.5851 -0.4 1.1 1.0 0.0003
H -1.1386 4.6448 3.7491 0.2 0.7 0.2 0.0000
H -1.8284 3.5212 -0.0298 -0.1 -0.9 0.2 0.0001
H -2.7526 4.7920 0.4582 -0.1 0.2 0.7 0.0000
H -3.4208 3.2273 0.8466 0.2 -0.4 0.0 0.0000
H -0.1887 2.6336 2.5831 0.1 -0.9 -0.3 -0.0004
H -1.5747 2.4768 3.6369 0.2 -0.1 0.1 -0.0001
H -1.7499 1.6923 2.1065 0.5 0.0 -0.4 0.0003
C 2.8623 2.2981 4.0112 0.1 0.5 1.8 0.0000
O 1.7539 2.6215 4.3997 -0.3 -0.4 -0.7 0.0000
N 3.2612 1.1212 3.5031 -0.4 0.0 0.3 0.0000
C 4.6356 0.9595 3.0981 0.5 0.7 -0.2 0.0000
C 2.3265 0.0532 3.2180 0.9 -1.0 -0.6 -0.0005
H 3.7076 2.9534 4.2887 0.2 0.1 -0.6 0.0000
H 5.1898 1.8151 3.4867 -0.1 0.2 -0.3 0.0000
H 4.6987 0.9677 2.0097 0.2 -0.2 0.0 0.0000
H 5.2158 0.1225 3.4903 -0.8 -0.5 0.1 0.0000
H 1.3503 0.0886 3.6879 0.1 0.7 0.2 0.0001
H 2.2094 -0.0479 2.1363 -0.2 0.0 0.0 0.0009
H 2.8306 -0.8581 3.5521 -0.3 -0.2 0.0 -0.0001
C -0.6676 -0.8577 6.7585 0.0 0.3 0.4 0.0000
O -0.5458 -1.2555 7.8993 0.0 -0.2 0.0 0.0000
N -1.2905 -1.5068 5.7550 -1.3 -0.4 -1.3 0.0000
C -1.3660 -0.9791 4.4166 1.5 1.5 -0.9 -0.0003
C -1.9006 -2.8024 5.9182 0.1 -1.1 1.5 0.0000
H -0.2758 0.1290 6.4589 0.0 -0.1 -0.2 0.0000
H -2.2818 -1.1151 3.8462 -0.2 -0.6 0.5 0.0000
H -0.5052 -1.2969 3.8167 -0.3 -0.7 -0.2 0.0004
H -1.1995 0.1038 4.3612 -0.2 0.1 0.7 0.0001
H -2.9858 -2.9041 5.8274 -0.1 0.9 -0.3 0.0000
H -1.5202 -3.6012 5.2776 0.5 0.4 -0.2 0.0000
H -1.6969 -3.0827 6.9542 0.1 -0.2 -0.1 0.0000
C 2.9192 2.3399 -2.2661 -0.8 -0.5 -0.9 0.0001
O 3.1285 1.8451 -3.3594 0.5 0.0 0.1 0.0001
N 3.5989 2.0628 -1.1382 -0.1 -0.1 1.1 -0.0001
C 3.1298 2.5786 0.1459 -0.5 0.7 -0.9 -0.0001
C 4.6853 1.1179 -1.1130 1.0 0.1 -0.4 0.0000
H 2.0451 3.0051 -2.1688 0.2 0.2 0.5 0.0000
H 2.8784 3.6355 0.0275 0.2 0.1 0.1 0.0000
H 3.9249 2.4851 0.8762 -0.2 0.0 0.1 0.0000
H 2.1796 2.1319 0.4510 0.3 -0.5 0.3 0.0000
H 4.6740 0.4989 -2.0072 -0.1 0.0 0.0 0.0000
H 5.6467 1.6473 -1.0838 0.0 0.1 -0.2 0.0000
H 4.7453 0.4808 -0.2291 -0.8 0.0 0.0 0.0000
C -0.2720 2.0801 -3.6932 -0.8 -0.4 -0.1 0.0060
O -0.4060 3.2922 -3.5266 0.3 0.1 0.2 -0.0001
N 0.1746 1.4879 -4.7971 -0.2 0.4 -0.1 0.0011
C 0.7155 2.3395 -5.8842 0.0 -0.6 1.7 0.0001
C 0.2635 0.0466 -5.0309 0.4 0.4 -1.1 -0.0026
H -0.6202 1.3564 -2.9388 0.1 0.0 0.0 -0.0040
H 0.6471 1.7785 -6.8096 0.0 0.2 -0.2 0.0000
H 1.7432 2.4820 -5.5393 0.2 0.3 -0.7 0.0000
H 0.1883 3.2885 -5.8723 0.0 0.0 -0.3 0.0000
H 0.4265 -0.6367 -4.2035 -0.3 0.4 0.4 0.0030
H -0.6034 -0.2592 -5.6170 0.0 -0.3 0.2 0.0016
H 1.1473 -0.0092 -5.6712 0.0 -0.6 0.0 0.0001
```
Forces are in eV/Å.

---

Among the records above, which one has the highest F_max?
C25H56MnN7O11